Below is one molecule with the formula C4H12N2O4S at a distorted geometry, with properties calculated with the ωB97M-V functional and the def2-TZVPD basis.

```
23
Properties=species:S:1:pos:R:3:forces:R:3
S 2.198613 -0.558043 0.382118 -0.728 1.331 -0.490
O -2.305315 -0.896879 -0.129625 1.419 1.367 1.013
O 2.156151 -1.961632 0.605269 0.820 -0.537 -0.514
O 1.120607 -0.133230 -0.661419 -1.630 0.823 -1.267
O 1.949007 0.257462 1.536694 1.134 0.326 0.018
N -2.882246 -2.100850 0.262438 -4.867 -1.892 -1.865
N -1.732702 2.451927 0.235278 4.718 -0.328 -0.445
C -0.832443 -1.050142 0.126232 -3.421 -0.662 0.125
C -0.288782 0.250313 -0.334388 1.587 2.162 -1.047
C 3.440244 0.081841 -0.840459 2.825 4.074 3.988
C -0.379012 1.627603 0.522082 -6.118 -3.220 1.996
H -1.798538 2.578144 -0.768730 -0.586 -0.173 0.162
H 0.417959 2.276340 0.509000 1.937 1.020 -0.206
H -0.757548 0.550507 -1.319600 0.757 -0.793 0.793
H -0.667654 1.233159 1.591968 1.362 1.088 -1.686
H 3.468997 -0.462335 -1.737231 -0.500 -0.494 -1.151
H 3.258247 1.313375 -0.867484 -0.079 -3.603 -0.422
H -0.525311 -1.908487 -0.572253 0.058 1.238 1.495
H -2.446241 1.931805 0.647462 -1.567 -0.974 0.103
H 4.540871 0.129920 -0.402066 -2.239 -0.749 -0.584
H -4.006784 -1.984922 0.746653 4.287 0.413 -1.748
H -3.157984 -2.411181 -0.767473 0.262 -0.184 2.892
H -0.770138 -1.214706 1.235523 0.567 -0.235 -1.158
```
Positions in Å, forces in eV/Å.

Properties
Relative energy (zero: lowest compared OMol25 entry of this formula, charge and spin) = 86.7 kcal/mol
Structure (SMILES) = CS(=O)(=O)O[C@H](CN)CON
M = 184.22 u

natural (NBO) atomic charge list, values in e, 6 entries: number 1, S, carries 2.365; number 2, O, carries -0.452; number 3, O, carries -0.914; number 4, O, carries -0.770; number 5, O, carries -0.941; number 6, N, carries -0.525